Here is C6H4O in the gas phase from the Open Molecules 2025 dataset. Energies are from the ωB97M-V functional and the def2-TZVPD basis.

Structure (ORCA input):
```
! wB97M-V def2-TZVPD RIJCOSX def2/J DEFGRID3
* xyz 0 1
C -2.87721 -1.45513 0.15641
C -1.71516 -1.00392 -0.19386
C -0.63042 -0.06480 0.01216
C 0.20805 0.16885 1.05611
C 1.37759 0.76610 0.48833
C 1.13691 0.87679 -0.84183
O -0.08192 0.38560 -1.14802
H -1.46094 -1.79976 -0.92771
H 0.03770 -0.10950 2.08719
H 2.30000 1.00098 0.99692
H 1.70539 1.23479 -1.68571
*
```

- frontier orbital gap (eV) = 8.81
- ΔE to the lowest compared entry with this formula, charge and spin (kcal/mol) = 69.8
- strongest force on any atom (hartree/bohr) = 0.0137
- E_tot (hartree) = -306.10023



Here is a molecular structure, C49H61IN7SbSeV from the Open Molecules 2025 dataset. Energies are from the ωB97M-V functional and the def2-TZVPD basis.

Structure (ORCA input):
```
! wB97M-V def2-TZVPD RIJCOSX def2/J DEFGRID3
* xyz 0 4
V 0.82426 -0.08035 1.67244
C -5.20570 2.22892 0.18701
C -4.12636 1.30691 0.68383
C -3.93306 0.04349 0.13365
C -2.90753 -0.77932 0.56219
C -2.04152 -0.40541 1.59397
N -0.95670 -1.17434 2.02513
C -1.13904 -2.44379 2.46287
C -2.36424 -3.15265 2.41846
C -2.46952 -4.49042 2.73992
C -1.36109 -5.23965 3.12409
C -1.43684 -6.72295 3.36668
C -0.17533 -4.54289 3.28853
C -0.07146 -3.17722 3.04916
N 1.10753 -2.53919 3.56334
C 1.82612 -2.98277 4.62027
C 2.83993 -2.08482 4.85674
C 2.65561 -1.09112 3.89512
N 1.60825 -1.36987 3.12676
C -2.25108 0.86716 2.13956
C -3.25533 1.70905 1.68471
N -1.41952 1.32795 3.20284
C -1.79322 2.00734 4.30540
C -0.65399 2.29079 5.02345
C 0.38653 1.73607 4.26695
N -0.08597 1.15693 3.17406
H -5.86977 1.71263 -0.50571
H -5.80813 2.61403 1.01160
H -4.77285 3.08257 -0.34180
H -4.58071 -0.28782 -0.67041
H -2.75032 -1.73852 0.08344
H -3.25450 -2.62427 2.11085
H -3.43862 -4.97132 2.66094
H -2.45294 -7.08730 3.21576
H -0.78476 -7.27336 2.68465
H -1.13934 -6.98301 4.38491
H 0.70377 -5.08035 3.62520
H 1.54554 -3.87489 5.14837
H 3.59096 -2.13631 5.62441
H 3.22326 -0.19356 3.70502
H -3.34275 2.70357 2.10907
H -2.83106 2.21739 4.49633
H -0.58495 2.81428 5.95999
H 1.44804 1.73532 4.45202
I 3.98144 -1.46682 0.58048
C 4.74421 0.39789 1.16622
C 6.10627 0.46853 1.25344
C 6.73392 1.70458 1.50758
C 5.97173 2.82700 1.61247
C 4.55851 2.76887 1.51312
C 3.81302 3.96807 1.57982
C 2.45443 3.92044 1.48171
C 1.80220 2.67483 1.37180
C 2.43579 1.44187 1.32172
C 3.87488 1.52169 1.33824
H 6.70667 -0.41872 1.10665
H 7.81214 1.75173 1.58824
H 6.43433 3.79472 1.77028
H 4.34098 4.90637 1.70694
H 1.86858 4.83296 1.51594
H 0.71957 2.71001 1.33438
N 1.21135 1.93864 -3.61557
C 2.00623 3.05424 -3.03849
C 3.02811 2.45613 -2.04221
N 2.82953 1.02603 -1.99968
C 3.11093 0.40412 -3.26558
C 2.03346 0.88595 -4.26528
H 0.51290 2.29803 -4.26228
H 0.63781 1.53713 -2.76632
H 1.29120 3.70139 -2.53269
H 2.48309 3.59995 -3.85265
H 2.85787 2.86343 -1.04805
H 4.04608 2.72769 -2.36126
H 3.25219 0.58100 -1.19847
H 3.05827 -0.67812 -3.15351
H 4.10934 0.65109 -3.65994
H 1.35425 0.08244 -4.54903
H 2.47468 1.30579 -5.16969
C -5.11614 5.19338 -2.97499
C -4.02338 4.26774 -2.51059
C -3.84544 3.01534 -3.07726
C -2.83898 2.14844 -2.65406
C -2.69932 0.80967 -3.32424
C -1.97061 2.54040 -1.62453
Se -0.51859 1.40420 -1.09092
C -2.15206 3.80082 -1.02725
C -1.28174 4.25249 0.11052
C -3.16521 4.63746 -1.48092
H -5.70205 4.73925 -3.77397
H -4.70694 6.13310 -3.35172
H -5.79807 5.44117 -2.15896
H -4.51022 2.69503 -3.87396
H -3.52683 0.63166 -4.01262
H -2.66212 0.00917 -2.58439
H -1.76250 0.73735 -3.88564
H -1.39023 3.57980 0.96579
H -1.54435 5.26389 0.42345
H -0.22384 4.21995 -0.16022
H -3.29034 5.60834 -1.01000
C 2.04156 -4.85372 -2.66224
C 2.23636 -3.52003 -1.94932
Sb 0.55140 -2.67389 -0.86401
C -0.67433 -2.06455 -2.54073
C -0.30619 -2.56127 -3.93399
C -0.41275 -4.55288 -0.39919
C -1.28938 -5.17322 -1.48032
H 2.97642 -5.19600 -3.11409
H 1.29996 -4.78620 -3.45713
H 1.71223 -5.63129 -1.97165
H 2.57294 -2.75145 -2.65086
H 3.03695 -3.61369 -1.21182
H -0.65412 -0.97556 -2.49416
H -1.69724 -2.35659 -2.28990
H 0.75330 -2.40884 -4.15758
H -0.88149 -2.02953 -4.69847
H -0.51100 -3.62481 -4.05945
H -0.99770 -4.37273 0.50133
H 0.39177 -5.23244 -0.10605
H -2.12164 -4.51783 -1.74359
H -1.72131 -6.11660 -1.13504
H -0.73433 -5.38144 -2.39540
*
```

- frontier orbital gap (spin up / spin down) (eV) = 6.23 / 6.63
- ΔE to the lowest compared entry with this formula, charge and spin (kcal/mol) = 4.0
- strongest force on any atom (hartree/bohr) = 0.0123
- E_tot (hartree) = -6170.40531



Here is a molecular structure, C4H6AgLiO2 from the Open Molecules 2025 dataset. Energies are from the ωB97M-V functional and the def2-TZVPD basis.

Structure (ORCA input):
```
! wB97M-V def2-TZVPD RIJCOSX def2/J DEFGRID3
* xyz -1 2
O -1.28790 1.61517 -0.01332
Ag 0.47679 2.41654 -0.07245
C -1.65674 0.28344 -0.08881
C -0.56878 -0.70830 0.35055
H -2.54562 0.08734 0.55010
H -0.46748 -0.56102 1.44028
H -0.97500 -1.73164 0.29015
H -1.96960 0.00389 -1.12078
C 0.72626 -0.68744 -0.82463
C 1.48478 -0.30792 0.33312
O 2.16762 -0.61482 1.34117
Li 2.97696 1.74010 0.84945
H 0.35206 -0.07766 -1.65832
H 1.28666 -1.45768 -1.37650
*
```

- frontier orbital gap (spin up / spin down) (eV) = 3.81 / 4.12
- ΔE to the lowest compared entry with this formula, charge and spin (kcal/mol) = 31.1
- strongest force on any atom (hartree/bohr) = 0.0839
- E_tot (hartree) = -460.80753



Here is 3 unconnected molecules or ions with the total composition C3H12N2O2 from the Open Molecules 2025 dataset. Energies are from the ωB97M-V functional and the def2-TZVPD basis.

Structure (ORCA input):
```
! wB97M-V def2-TZVPD RIJCOSX def2/J DEFGRID3
* xyz 1 2
C -1.27338 1.91251 -0.78525
C 0.22890 1.69295 -0.61401
N 0.44217 0.42271 0.12928
C 0.67447 0.38939 1.39730
N 0.53419 -0.66723 2.21476
H -1.75082 0.99173 -1.12794
H -1.42310 2.67986 -1.53999
H -1.76359 2.28727 0.10959
H 0.63000 1.49698 -1.60329
H 0.75782 2.50305 -0.12315
H 0.18090 -0.42807 -0.42804
H 1.08854 1.31230 1.80809
H 1.31316 -0.72872 2.87755
H -0.40313 -2.31176 1.27182
H 0.61939 -2.94216 0.41919
O -0.32377 -3.02768 0.61629
H 0.91502 -2.03611 -1.60462
H -0.55017 -2.00481 -1.23039
O 0.10341 -1.54221 -1.78720
*
```

- frontier orbital gap (spin up / spin down) (eV) = 11.51 / 7.62
- ΔE to the lowest compared entry with this formula, charge and spin (kcal/mol) = 28.4
- strongest force on any atom (hartree/bohr) = 0.0225
- E_tot (hartree) = -381.16740